{"formula": "C2H4O4", "method": "wB97M-V/def2-TZVPD", "species": ["O", "C", "O", "H", "H", "O", "C", "O", "H", "H"], "xyz": [[4.626, -7.204, 4.169], [4.590, -7.135, 5.334], [5.182, -6.149, 6.117], [3.978, -7.761, 6.015], [5.142, -6.550, 7.028], [-0.719, -7.317, 7.392], [-1.251, -8.422, 7.383], [-2.138, -8.808, 6.412], [-1.212, -9.205, 8.165], [-2.710, -9.570, 6.704]], "forces_ev_per_angstrom": [[0.34, 0.10, -1.33], [-0.48, 0.93, 2.45], [-0.08, -1.63, 0.35], [0.10, -0.43, -0.40], [0.11, 1.04, -1.07], [-1.07, -3.21, -0.18], [-0.45, 2.01, -0.09], [-0.18, -0.24, 0.53], [0.57, 0.44, 0.03], [1.14, 0.98, -0.28]], "smiles": "O=CO.O=CO", "e_above_lowest_ev": 1.210, "total_charge": 0, "multiplicity": 1, "lumo_ha": 0.01411, "fmax_ha_per_bohr": 0.0658, "homo_lumo_gap_ev": 11.3510}

{"formula": "C2H4O4", "method": "wB97M-V/def2-TZVPD", "species": ["O", "C", "C", "O", "O", "H", "H", "O", "H", "H"], "xyz": [[0.324, 0.360, 0.498], [1.088, -0.045, -0.359], [0.795, -1.221, -1.175], [1.571, -1.546, -2.038], [-0.350, -1.862, -0.840], [2.064, 0.355, -0.720], [-0.972, -1.167, -0.471], [-1.531, 2.041, 1.542], [-1.898, 1.772, 2.410], [-1.088, 1.314, 1.152]], "forces_ev_per_angstrom": [[1.46, -0.37, -1.17], [-0.05, 1.55, 0.96], [-0.77, -1.83, -1.01], [-0.68, -0.18, 0.66], [-0.34, 1.16, -0.47], [-0.36, 0.54, 0.87], [1.00, -1.16, -0.07], [-1.41, 1.36, 1.38], [0.50, 0.05, -0.99], [0.64, -1.12, -0.15]], "smiles": "O=CC(=O)O.O", "e_above_lowest_ev": 1.440, "total_charge": 0, "multiplicity": 1, "lumo_ha": -0.05061, "fmax_ha_per_bohr": 0.0465, "homo_lumo_gap_ev": 9.7744}

{"formula": "C2H4O4", "method": "wB97M-V/def2-TZVPD", "species": ["O", "C", "O", "H", "H", "O", "C", "O", "H", "H"], "xyz": [[3.986, -2.268, -0.367], [2.976, -2.918, -0.673], [2.270, -3.505, 0.292], [2.479, -3.076, -1.650], [2.639, -3.386, 1.210], [-6.814, 0.657, 3.519], [-5.912, -0.086, 4.040], [-5.062, -0.795, 3.246], [-5.739, -0.442, 5.075], [-5.187, -0.568, 2.284]], "forces_ev_per_angstrom": [[-2.26, -1.45, -1.87], [2.49, 1.83, 2.39], [-0.80, -0.74, 0.70], [0.57, 0.17, 0.30], [0.00, 0.20, -1.52], [4.03, -2.91, 3.07], [-3.27, 1.39, -3.96], [-0.21, 0.72, -0.18], [-0.37, 0.83, -0.26], [-0.18, -0.03, 1.33]], "smiles": "O=CO.O=CO", "e_above_lowest_ev": 1.130, "total_charge": 0, "multiplicity": 1, "lumo_ha": 0.02455, "fmax_ha_per_bohr": 0.1136, "homo_lumo_gap_ev": 11.5914}

{"formula": "C2H4OS", "method": "wB97M-V/def2-TZVPD", "species": ["C", "C", "O", "S", "H", "H", "H", "H"], "xyz": [[3.414, -0.089, 0.854], [0.143, -0.285, 0.077], [0.787, 0.797, -0.604], [4.258, -0.145, -0.412], [0.554, 1.555, -0.118], [0.153, -1.134, -0.666], [-0.771, 0.160, 0.396], [0.785, -0.636, 0.855]], "forces_ev_per_angstrom": [[0.10, -0.01, -0.05], [1.40, -0.33, -2.03], [0.68, -1.16, -0.98], [-0.05, 0.01, 0.08], [-0.14, 1.61, 0.71], [-0.92, 0.90, 0.75], [-1.19, -0.91, 0.45], [0.13, -0.10, 1.07]], "e_above_lowest_ev": 2.947, "total_charge": 0, "multiplicity": 1, "lumo_ha": 0.00338, "fmax_ha_per_bohr": 0.0483, "homo_lumo_gap_ev": 10.3418}

{"formula": "C2H4OS2", "method": "wB97M-V/def2-TZVPD", "species": ["C", "C", "O", "S", "S", "H", "H", "H", "H"], "xyz": [[1.106, 0.083, 0.439], [-1.602, -0.519, -0.223], [3.124, 1.242, -0.236], [2.678, -0.049, 0.271], [-0.200, -1.026, 0.816], [0.685, 1.771, 0.129], [-2.401, 0.012, 0.314], [-2.104, -1.516, -0.360], [-1.286, 0.002, -1.150]], "forces_ev_per_angstrom": [[-3.46, 3.08, -0.42], [-0.72, -0.89, -0.04], [1.54, 0.89, -0.15], [-0.34, -0.11, -0.28], [0.76, 0.47, 0.30], [1.10, -4.16, 0.65], [0.79, 0.47, 0.06], [0.64, 0.88, -0.69], [-0.32, -0.63, 0.57]], "e_above_lowest_ev": 4.281, "total_charge": 0, "multiplicity": 1, "lumo_ha": [-0.02053, -0.02053], "fmax_ha_per_bohr": 0.0905, "homo_lumo_gap_ev": [8.0422, 8.0415]}

{"formula": "C2H4OS2", "method": "wB97M-V/def2-TZVPD", "species": ["S", "C", "O", "C", "S", "H", "H", "H", "H"], "xyz": [[2.225, 0.283, 0.093], [0.596, -0.278, -0.561], [0.078, -1.303, 0.120], [-0.441, -0.028, 0.437], [-2.138, 0.356, -0.058], [1.856, 1.594, -0.084], [0.475, -0.319, -1.674], [-0.041, 0.496, 1.433], [-2.609, -0.800, 0.294]], "forces_ev_per_angstrom": [[-0.28, 0.64, -0.85], [1.74, 1.86, -1.58], [-1.08, -2.03, 1.74], [-0.04, 1.64, 1.39], [0.89, 0.81, -0.23], [0.45, -0.69, 0.16], [-0.02, 0.40, 1.12], [-1.12, -1.54, -2.16], [-0.55, -1.10, 0.41]], "smiles": "S[C@H]1O[C@@H]1S", "e_above_lowest_ev": 1.828, "total_charge": 0, "multiplicity": 1, "lumo_ha": 0.02719, "fmax_ha_per_bohr": 0.0582, "homo_lumo_gap_ev": 10.2676}

{"formula": "C2H4OSi", "method": "wB97M-V/def2-TZVPD", "species": ["C", "C", "O", "Si", "H", "H", "H", "H"], "xyz": [[-2.268, -0.460, 0.130], [0.163, 0.958, -0.041], [-2.853, 0.522, -0.048], [-0.186, -0.773, -0.003], [-0.273, 1.561, 0.813], [-0.250, -1.474, -1.326], [0.466, 1.568, -0.871], [0.009, -1.889, 1.030]], "forces_ev_per_angstrom": [[-1.54, 3.19, -0.64], [-0.85, -0.87, 2.11], [0.31, -2.75, 0.60], [1.41, 0.16, -0.71], [0.95, -0.71, -0.86], [0.19, 0.11, 0.31], [-0.15, -0.24, -0.49], [-0.31, 1.11, -0.32]], "e_above_lowest_ev": 1.724, "total_charge": 0, "multiplicity": 1, "lumo_ha": [-0.02304, -0.02302], "fmax_ha_per_bohr": 0.0699, "homo_lumo_gap_ev": [7.0303, 7.0316]}

{"formula": "C2H4OTl", "method": "wB97M-V/def2-TZVPD", "species": ["O", "Tl", "C", "C", "H", "H", "H", "H"], "xyz": [[-0.415, 0.222, -2.580], [0.638, -0.729, -1.509], [0.565, 0.465, 0.644], [-0.591, -0.256, 0.568], [1.439, 0.065, 1.166], [0.590, 1.513, 0.333], [-0.618, -1.156, 1.193], [-1.608, -0.124, 0.186]], "forces_ev_per_angstrom": [[-2.84, 2.46, -3.70], [2.88, -2.58, 2.01], [-0.68, 0.68, 0.43], [-0.17, -1.28, 2.28], [-0.40, 0.14, 0.12], [0.21, -0.35, -0.35], [0.37, -0.18, -0.37], [0.63, 1.11, -0.43]], "e_above_lowest_ev": 7.102, "total_charge": 1, "multiplicity": 1, "lumo_ha": [-0.29304, -0.30006], "fmax_ha_per_bohr": 0.1026, "homo_lumo_gap_ev": [7.5811, 7.4809]}